No. 1
The following is a quantum chemistry calculation of a 3-piece molecular cluster, CH9N3O2 overall, from OMol25.

Positions of all 15 atoms, in Å:
N: -0.9728 0.1481 -0.3433
C: -0.2052 -0.8001 -0.6291
N: -0.1627 -2.0775 -0.0123
N: 0.5029 -0.9672 -1.8553
H: -1.6080 0.0671 0.5075
H: -0.5232 -2.0298 0.9006
H: 0.3001 -2.8275 -0.6283
H: 0.0571 -1.2882 -2.7740
H: 0.8286 -0.0332 -2.1526
O: 1.2695 0.3262 3.5506
H: 1.3189 0.4634 2.6082
H: 2.1214 -0.0157 3.7961
O: -1.0875 3.1095 -0.6708
H: -0.7316 3.7697 -1.3374
H: -1.1076 2.1553 -0.9598

Properties
* E: -358.21114 hartree
* SMILES string: N=C(N)N.O.O

No. 2
The following is a quantum chemistry calculation of a 2-piece molecular cluster, CH9N4 overall, from OMol25.

Positions of all 14 atoms, in Å:
C: -1.6870 -0.4571 0.1175
N: -1.3101 0.8840 -0.3441
N: 1.2154 0.7182 0.1994
N: 1.6007 -0.3720 -0.1670
N: 2.8423 -0.7040 -0.0828
H: -1.7795 -0.5331 1.2477
H: -2.5864 -0.8194 -0.2570
H: -1.7107 1.7154 0.0356
H: -0.1114 0.9999 -0.1966
H: 1.8055 1.4972 0.6028
H: -1.0062 -1.1304 -0.1316
H: 3.6005 -0.1156 0.1448
H: -1.3098 1.0895 -1.3367
H: 2.9644 -1.5969 -0.5495

Properties
* net charge: +1
* E: -262.19755 hartree

No. 3
The following is a quantum chemistry calculation of CH9N5 as an isolated structure, from OMol25.

Positions of all 15 atoms, in Å:
C: -0.4832 0.4777 0.1471
N: -1.3354 -0.3631 -0.0588
N: 1.4385 -1.1181 -0.7549
N: 1.1823 0.1203 -0.6544
N: -2.8526 -0.2355 0.2704
N: 2.1489 0.8406 0.1302
H: -0.5625 1.4266 0.7124
H: 1.0960 -1.6050 -1.6608
H: 1.4367 -1.8286 0.0547
H: -3.1462 -0.7857 -0.6004
H: -3.0392 0.8143 0.5494
H: -3.1376 -0.7452 1.0837
H: 3.0399 0.8596 -0.4338
H: 1.7380 1.8516 0.2557
H: 2.4764 0.2906 0.9595

Properties
* net charge: +2
* multiplicity: 3
* E: -316.30204 hartree

No. 4
The following is a quantum chemistry calculation of a 3-piece molecular cluster, CH9N5O overall, from OMol25.

Positions of all 16 atoms, in Å:
H: -2.6536 0.2536 1.6408
N: -2.3711 0.4232 0.6517
N: -2.3925 -0.5105 -0.1250
H: -2.7105 -1.4397 0.2247
N: 1.5840 -1.4105 -0.8290
C: 0.5675 -1.4970 0.0544
O: 0.6737 -1.8805 1.1850
H: 1.4680 -0.9338 -1.7048
H: 2.5215 -1.5284 -0.4796
H: -0.4063 -1.2565 -0.4110
N: 0.5821 1.1168 0.4884
N: 0.7172 2.1494 -0.5381
H: 1.0424 1.4830 1.3198
H: -0.4172 1.0742 0.7023
H: 1.6815 2.0925 -0.8716
H: 0.1133 1.8641 -1.3081

Properties
* E: -392.40972 hartree
* SMILES string: [H]/N=N\[H].NC=O.NN

No. 5
The following is a quantum chemistry calculation of a 2-piece molecular cluster, CH9N6 overall, from OMol25.

Positions of all 16 atoms, in Å:
C: -1.6304 -0.0153 0.0733
N: -0.9324 1.1390 0.0753
N: -2.9012 0.1169 0.2812
N: -1.0126 -1.1813 -0.1665
N: 2.8998 -0.4791 0.0448
N: 1.8029 -0.2974 0.6819
N: 0.3507 1.1018 -0.3826
H: -3.1927 1.0435 0.2230
H: -3.4493 -0.6916 0.3744
H: -0.0344 -1.0724 -0.1796
H: -1.6507 -2.0092 -0.1946
H: 2.8875 -0.8661 -0.9021
H: 3.7518 0.0427 0.3291
H: 1.9516 0.3161 1.5530
H: 0.6048 0.7381 -1.3488
H: 0.5543 2.1142 -0.4618

Properties
* net charge: +1
* E: -371.67550 hartree

No. 6
The following is a quantum chemistry calculation of a 2-piece molecular cluster, CH9N6 overall, from OMol25.

Positions of all 16 atoms, in Å:
C: 1.1105 1.2206 -1.3547
N: 2.0841 0.9144 -0.6332
N: 2.3947 -0.2244 -0.1908
N: 2.6146 -0.4459 1.0698
N: 0.6457 -1.0629 -0.8668
N: 0.0508 0.0627 -1.3334
N: -1.6980 0.1767 0.7438
H: 0.8986 2.2187 -1.9401
H: 2.3672 0.4842 1.6602
H: 3.3404 -1.1174 1.2944
H: 1.0141 -1.8630 -1.5118
H: 0.3562 -1.3774 0.0779
H: -0.7459 0.2686 -0.6871
H: -1.7425 0.5612 1.6576
H: -2.3697 -0.6777 0.6944
H: -2.2042 0.8887 0.1105

Properties
* net charge: +1
* E: -371.62392 hartree

No. 7
The following is a quantum chemistry calculation of a 4-piece molecular cluster, CH9NO3 overall, from OMol25.

Positions of all 14 atoms, in Å:
C: -1.3779 2.1053 1.4029
N: -0.7504 1.2495 0.7364
H: -2.3541 2.4559 1.0716
H: -0.8974 2.5840 2.2669
H: 0.1613 0.9315 1.0584
O: 2.0531 -0.6646 0.8857
H: 1.5198 -1.0212 0.1738
H: 2.9295 -0.5181 0.5351
O: -1.1185 -0.4950 -1.5370
H: -1.1177 0.1152 -2.2816
H: -1.0092 0.1139 -0.7577
O: 1.0544 -2.1509 -1.1764
H: 0.2051 -1.6567 -1.1690
H: 0.7019 -3.0488 -1.2089

Properties
* E: -323.95158 hartree
* SMILES string: C=N.O.O.O

No. 8
The following is a quantum chemistry calculation of a 3-piece molecular cluster, CH9NO3 overall, from OMol25.

Positions of all 14 atoms, in Å:
N: 0.5283 -0.6335 -2.7557
C: -0.6038 -1.3957 -2.2511
O: -1.5506 -0.6812 -1.4414
H: 0.5539 0.2970 -2.3394
H: 1.3268 -1.0516 -2.2698
H: -1.1743 -1.6967 -3.1393
H: -0.2457 -2.1801 -1.5710
H: -2.3309 -1.2107 -1.3239
O: -1.3353 1.7372 1.4247
H: -0.4695 1.6743 1.0297
H: -1.4546 1.0473 2.0867
O: 2.1672 0.9952 4.1039
H: 3.0353 1.3723 4.2874
H: 1.5530 1.7260 4.1592

Properties
* E: -323.93216 hartree
* SMILES string: NCO.O.O

No. 9
The following is a quantum chemistry calculation of a 3-piece molecular cluster, CH9NO3 overall, from OMol25.

Positions of all 14 atoms, in Å:
N: 0.3085 -1.4325 -0.6711
C: -1.0051 -1.8278 -0.0843
O: -1.0456 -1.5360 1.3071
H: 0.6766 -0.6783 -0.0020
H: 0.9143 -2.1622 -0.7622
H: -1.6333 -1.1011 -0.5795
H: -1.2213 -2.9014 -0.2936
H: -0.2248 -0.9411 1.4947
H: 2.5763 1.9290 -0.1052
H: 2.6330 1.3718 -1.4352
O: 1.9483 1.4760 -0.6596
H: -0.3291 2.8075 -0.6056
H: -0.6752 1.7887 0.4873
O: -0.7583 2.6703 0.2280

Properties
* net charge: +1
* multiplicity: 2
* E: -323.55686 hartree

No. 10
The following is a quantum chemistry calculation of a 4-piece molecular cluster, CH9NO4 overall, from OMol25.

Positions of all 15 atoms, in Å:
C: -0.6000 -1.1787 1.6297
N: -1.0998 -1.1197 0.2033
O: 0.2000 -0.1233 1.9236
H: -0.0255 -2.1588 1.7879
H: -1.5597 -1.2762 2.2852
H: -0.9630 -0.0264 -0.0077
H: 0.3829 1.1210 0.6284
H: 0.9251 -1.0504 -1.0064
O: 1.5743 -0.3735 -0.7387
H: -2.0382 -1.4945 0.0930
H: 0.2076 1.8985 -0.7002
O: -0.2316 1.7228 0.1532
H: 1.4004 0.4604 -1.3598
H: 0.9194 1.7899 -2.9150
O: 0.9081 1.8088 -1.9766

Properties
* E: -398.91813 hartree